Record 1
An isolated molecule of C5H8O. Source: the Open Molecules 2025 dataset; level of theory: ωB97M-V with the def2-TZVPD basis set.

Element x y z (Å)
C (-1.131, -1.000, -2.368)
C (-0.922, -0.543, -1.165)
C (-0.805, -0.031, 0.031)
C (0.431, -0.088, 0.914)
C (1.355, 1.095, 0.678)
O (0.099, -0.051, 2.293)
H (-0.998, -0.365, -3.238)
H (-1.469, -2.019, -2.527)
H (-1.671, 0.539, 0.362)
H (0.977, -1.016, 0.684)
H (0.817, 2.029, 0.866)
H (2.208, 1.042, 1.361)
H (1.718, 1.091, -0.353)
H (-0.608, -0.685, 2.462)

Its relative energy (zero: lowest compared OMol25 entry of this formula, charge and spin) is 45.6 kcal/mol. As for the SMILES: C=C=C[C@@H](C)O. For the HOMO-LUMO gap, the calculation gives 10.5 eV. For the strongest force on any atom, the calculation gives 0.38 eV Å⁻¹.

***

Record 2
A structure of composition C30H52As3IN4SiTi. Source: the Open Molecules 2025 dataset; level of theory: ωB97M-V with the def2-TZVPD basis set.

Element x y z (Å)
Ti (-1.203, -0.373, -1.073)
C (-3.992, 0.642, -1.486)
N (-2.576, 0.750, -1.788)
C (-2.145, 1.373, -2.928)
C (-1.051, 0.746, -3.470)
C (-0.181, 0.899, -4.632)
C (0.518, -0.233, -4.779)
C (0.023, -1.249, -3.771)
N (-0.755, -0.456, -2.857)
C (-4.170, -0.583, -0.621)
C (-5.040, -0.585, 0.462)
C (-5.269, -1.753, 1.174)
C (-4.573, -2.913, 0.857)
C (-3.664, -2.910, -0.188)
C (-3.475, -1.757, -0.947)
H (-4.556, 0.512, -2.415)
H (-4.389, 1.529, -0.987)
H (-2.694, 2.179, -3.400)
H (-0.137, 1.780, -5.254)
H (1.207, -0.490, -5.570)
H (-0.669, -1.886, -4.342)
H (-5.576, 0.323, 0.712)
H (-5.987, -1.757, 1.984)
H (-4.757, -3.825, 1.410)
H (-3.158, -3.829, -0.458)
H (-2.927, -1.815, -1.891)
C (-2.036, 3.327, -0.162)
As (-0.489, 2.133, -0.284)
C (0.584, 3.328, -1.409)
C (0.414, 2.520, 1.433)
C (-0.059, 1.759, 2.674)
C (-1.570, 1.979, 2.851)
C (0.277, 0.256, 2.590)
As (-0.924, -0.965, 1.594)
C (-0.082, -2.615, 2.254)
C (-2.398, -1.099, 2.872)
C (0.627, 2.347, 3.919)
As (2.607, 2.470, 4.257)
C (3.466, 1.274, 2.941)
C (2.949, 4.137, 3.275)
H (-2.866, 2.920, 0.410)
H (-2.376, 3.552, -1.172)
H (-1.707, 4.255, 0.302)
H (0.173, 4.333, -1.328)
H (0.538, 3.015, -2.451)
H (1.621, 3.344, -1.085)
H (0.277, 3.592, 1.594)
H (1.479, 2.351, 1.274)
H (-2.127, 1.524, 2.025)
H (-1.796, 3.045, 2.872)
H (-1.922, 1.548, 3.788)
H (0.302, -0.157, 3.601)
H (1.278, 0.123, 2.168)
H (-0.160, -2.593, 3.339)
H (0.970, -2.700, 1.991)
H (-0.622, -3.493, 1.896)
H (-1.990, -0.909, 3.864)
H (-2.783, -2.115, 2.846)
H (-3.210, -0.412, 2.671)
H (0.242, 1.822, 4.797)
H (0.300, 3.386, 4.032)
H (3.330, 0.231, 3.222)
H (4.531, 1.498, 3.017)
H (3.167, 1.424, 1.903)
H (2.398, 4.953, 3.741)
H (2.681, 4.074, 2.220)
H (4.011, 4.368, 3.350)
I (0.773, -4.789, -4.780)
C (0.420, -3.610, -3.111)
C (-0.341, -3.877, -2.061)
N (-0.325, -2.795, -1.123)
N (0.801, -1.934, -1.516)
C (0.945, -2.200, -2.974)
H (-0.915, -4.766, -1.848)
H (-0.148, -3.146, -0.187)
H (1.985, -2.095, -3.276)
C (4.474, -1.567, -2.740)
Si (3.596, -1.226, -1.120)
C (2.854, 0.503, -1.047)
C (4.722, -1.508, 0.351)
C (2.050, -2.353, -0.830)
H (5.472, -1.125, -2.694)
H (3.973, -1.132, -3.607)
H (4.599, -2.638, -2.914)
H (3.636, 1.261, -0.977)
H (2.223, 0.569, -0.158)
H (2.247, 0.722, -1.930)
H (5.588, -0.844, 0.312)
H (5.101, -2.533, 0.359)
H (4.218, -1.334, 1.302)
H (1.862, -2.344, 0.246)
H (2.277, -3.390, -1.113)

Its relative energy (zero: lowest compared OMol25 entry of this formula, charge and spin) is 47.8 kcal/mol. For the HOMO-LUMO gap (spin up / spin down), the calculation gives 6.7 / 6.7 eV. For the strongest force on any atom, the calculation gives 1.24 eV Å⁻¹. As for the total charge: +2.

***

- What is the formula in the first record?
  C5H8O

***

- relative energy (zero: lowest compared OMol25 entry of this formula, charge and spin) of number 2 (C30H52As3IN4SiTi)?
  47.8 kcal/mol

***

- Which value of relative energy (zero: lowest compared OMol25 entry of this formula, charge and spin) does entry 2 give?
  47.8 kcal/mol